{
  "formula": "C6H8N2O",
  "method": "wB97M-V/def2-TZVPD",
  "elements": ["O", "N", "N", "C", "C", "C", "C", "C", "C", "H", "H", "H", "H", "H", "H", "H", "H"],
  "positions_angstrom": [[-1.7761, 0.3500, -0.9605], [-0.9311, -1.6526, -2.0303], [-0.5200, -1.9445, -0.6933], [1.0270, 1.8704, 1.7717], [0.5925, -1.3203, 0.0809], [0.4406, 0.1985, 0.1851], [-0.5809, 0.8327, -0.3710], [-1.4408, -0.4227, -1.9375], [1.4220, 0.7561, 1.0016], [-2.1437, -0.2824, -2.7737], [2.4894, 0.3593, 0.9476], [1.6387, 2.4720, 2.3692], [1.5622, -1.7172, -0.3749], [-1.0026, 1.8642, -0.1223], [-0.0010, 2.3543, 1.7977], [0.4517, -1.8123, 1.1550], [-1.2281, -1.9055, -0.0453]],
  "forces_ev_per_angstrom": [[2.078, 0.154, 1.594], [0.356, 4.712, 2.390], [3.059, -2.146, 0.658], [-0.366, -1.963, -1.956], [-0.613, -1.671, -0.796], [-0.853, -3.242, -1.726], [-2.592, 3.127, 2.243], [-2.816, -5.554, -5.359], [1.054, 5.109, 3.127], [0.710, 0.648, -0.403], [-1.632, 0.657, 0.380], [1.514, 0.296, 0.820], [-0.929, 1.032, 0.825], [2.116, -0.933, -0.208], [1.089, -1.420, -0.436], [0.593, 1.164, -2.134], [-2.768, 0.030, 0.981]],
  "lowdin_charge": [0.003, 0.089, -0.132, 0.055, -0.141, -0.293, -0.046, -0.281, -0.127, 0.126, 0.137, 0.019, 0.133, 0.154, 0.080, 0.165, 0.060],
  "orbital_gap_ha": 0.3211,
  "e_lumo_ev": 0.3,
  "relative_energy_kcal_mol": 133.1,
  "total_energy_ev": -11373.57498,
  "fmax_ev_per_a": 8.2
}